C48H69F3N4O32S5 | ωB97M-V/def2-TZVPD

Geometry as XYZ:
```
161
C48H69F3N4O32S5 (ωB97M-V/def2-TZVPD)
C -1.78 1.94 2.66
C -2.96 1.58 3.28
C -3.73 2.59 4.01
C -3.24 3.90 3.93
C -2.16 4.22 3.04
C -1.45 3.24 2.41
N -3.97 4.96 4.75
O -3.65 6.09 4.67
O -4.92 4.55 5.40
H -1.12 1.12 2.43
H -3.19 0.55 3.49
H -4.51 2.40 4.72
H -1.83 5.24 2.94
H -0.55 3.56 1.90
C 0.74 -0.98 2.69
C 1.54 0.14 2.73
C 1.73 0.77 1.51
C 1.10 0.42 0.34
C 0.26 -0.74 0.32
C 0.05 -1.42 1.54
N 1.46 1.03 -0.98
O 2.46 1.74 -1.03
O 0.84 0.63 -1.93
H 0.55 -1.63 3.54
H 1.81 0.56 3.68
H 2.36 1.64 1.62
H -0.26 -1.24 -0.48
H -0.37 -2.40 1.66
C 1.47 3.54 -7.05
C 1.45 4.57 -6.08
C 2.01 4.41 -4.77
C 2.68 3.24 -4.45
C 2.79 2.24 -5.46
C 2.16 2.40 -6.72
N 3.56 3.10 -3.23
O 4.11 2.06 -3.17
O 3.62 3.95 -2.38
H 1.06 3.77 -8.03
H 1.10 5.55 -6.40
H 2.11 5.23 -4.07
H 3.43 1.36 -5.42
H 2.21 1.64 -7.49
C -1.61 3.16 -4.47
C -2.75 3.88 -4.51
C -2.97 4.82 -3.51
C -2.27 4.77 -2.32
C -1.09 4.02 -2.27
C -0.78 3.20 -3.28
N -2.68 5.60 -1.18
O -3.34 6.62 -1.46
O -2.22 5.42 -0.09
H -1.24 2.64 -5.34
H -3.32 3.86 -5.43
H -3.81 5.49 -3.55
H -0.52 4.03 -1.36
H 0.17 2.67 -3.26
O -3.10 0.73 -7.39
S -2.20 -0.37 -7.05
O -0.82 0.06 -6.88
O -2.66 -1.37 -5.81
C -2.77 -0.88 -4.46
C -1.34 -0.63 -3.90
C -2.30 -1.56 -8.53
H -3.37 -1.57 -3.87
H -3.26 0.09 -4.49
H -0.82 0.25 -4.29
H -0.74 -1.53 -3.77
H -1.44 -0.48 -2.83
H -3.36 -1.65 -8.77
H -1.77 -2.46 -8.22
H -1.76 -1.13 -9.38
O -6.73 -2.45 6.18
S -5.39 -2.10 6.76
O -4.95 -2.78 8.02
O -4.31 -2.34 5.51
C -2.95 -2.04 5.80
C -2.14 -2.35 4.65
C -5.35 -0.22 6.92
H -2.60 -2.61 6.67
H -2.82 -0.97 5.95
H -2.32 -1.64 3.84
H -2.30 -3.37 4.30
H -1.11 -2.33 5.01
H -5.20 0.18 5.92
H -4.54 0.03 7.61
H -6.28 0.04 7.42
O 3.70 -3.10 -8.31
S 4.16 -2.74 -6.95
O 4.55 -1.35 -6.62
O 3.06 -3.39 -5.92
C 2.27 -2.39 -5.13
C 3.12 -1.83 -3.94
C 5.50 -3.99 -6.44
H 1.40 -2.96 -4.78
H 1.87 -1.61 -5.78
H 2.72 -1.00 -3.36
H 4.09 -1.47 -4.30
H 3.26 -2.67 -3.26
H 5.22 -5.04 -6.33
H 6.07 -3.56 -5.62
H 6.32 -3.94 -7.15
O -1.43 -6.41 -0.80
S -0.18 -5.84 -0.25
O -0.21 -4.77 0.78
O 0.75 -7.08 0.39
C 1.82 -6.81 1.24
C 2.85 -7.90 0.82
C 0.96 -5.28 -1.61
H 1.48 -6.89 2.27
H 2.27 -5.82 1.19
H 2.44 -8.88 0.55
H 3.61 -7.97 1.60
H 3.35 -7.67 -0.12
H 0.69 -5.96 -2.43
H 1.95 -5.39 -1.16
H 0.70 -4.26 -1.88
O 3.34 6.21 3.93
S 2.85 5.11 3.13
O 1.39 4.83 3.05
O 3.53 5.03 1.59
C 3.37 6.18 0.74
C 1.89 6.20 0.24
C 3.58 3.65 3.88
H 4.18 6.24 0.01
H 3.51 7.05 1.38
H 1.13 5.94 0.98
H 1.92 5.38 -0.47
H 1.61 7.16 -0.20
H 2.77 3.34 4.54
H 4.54 3.92 4.33
H 3.67 3.06 2.97
C -0.94 3.28 7.29
C 0.34 3.50 6.44
O 0.42 2.31 5.64
C -0.40 1.46 6.05
O -0.44 0.27 5.71
O -1.16 1.96 7.04
F 1.39 3.59 7.28
H -1.68 4.01 6.98
H -0.62 3.53 8.30
H 0.27 4.27 5.67
C 3.43 -3.67 3.83
C 4.31 -3.32 4.95
O 4.99 -4.57 5.08
C 4.17 -5.64 4.75
O 4.27 -6.82 4.99
O 3.14 -5.06 4.15
F 3.56 -3.14 6.04
H 3.82 -3.65 2.81
H 2.58 -3.00 3.73
H 4.86 -2.41 4.74
C -5.21 -4.59 0.03
C -5.35 -4.62 -1.48
O -4.14 -3.99 -1.87
C -3.51 -3.35 -0.82
O -2.41 -2.85 -0.74
O -4.26 -3.52 0.28
F -6.37 -3.80 -1.75
H -4.76 -5.52 0.37
H -6.21 -4.61 0.47
H -5.63 -5.64 -1.75
```

Output
* strongest force on any atom: 5.96 eV Å⁻¹
* LUMO (alpha / beta): 1.1 / 1.1 eV
* HOMO level (alpha / beta): -1.3 / -5.0 eV
* charge: -1
* 2S+1: 2